55
Properties=species:S:1:pos:R:3 method="wB97M-V/def2-TZVPD" gap_ev=5.07 e_lumo_ha=-0.4246 e_above_lowest_kcal_mol=27.2 total_charge=+3
Hf 0.93 0.61 0.27
F -1.05 0.33 1.26
C -3.55 -0.20 3.81
O -2.69 -1.05 3.03
H -4.42 0.10 3.22
H -3.80 -0.72 4.73
H -3.04 0.76 3.96
H -2.26 -0.52 2.35
C -2.59 1.91 -1.99
C -1.69 0.67 -1.97
C -1.68 -0.16 -3.27
O -0.90 -1.34 -3.12
C -0.97 -2.12 -4.31
N -0.25 1.14 -1.74
H -2.44 2.47 -2.93
H -2.29 2.54 -1.16
H -3.62 1.57 -1.98
H -2.08 0.00 -1.20
H -1.34 0.51 -4.07
H -2.70 -0.45 -3.52
H -1.16 -1.45 -5.16
H -1.82 -2.82 -4.30
H -0.12 -2.78 -4.44
H -0.32 2.13 -2.01
H 0.20 0.89 -2.64
C 0.80 -2.51 -1.07
C 1.98 -1.86 -1.75
O 2.35 -0.57 -1.26
O 0.03 -1.44 -0.42
H 1.09 -3.22 -0.29
H 0.20 -3.08 -1.77
H 1.86 -1.90 -2.84
H 2.80 -2.57 -1.59
H 3.23 -0.39 -1.61
H -0.84 -1.85 -0.28
C 3.40 -1.36 1.38
C 2.35 -1.94 2.32
O 1.10 -1.26 2.05
O 3.10 0.05 1.25
H 3.30 -1.91 0.45
H 4.39 -1.51 1.81
H 2.56 -1.71 3.37
H 2.22 -3.01 2.19
H 0.50 -1.60 2.74
H 3.89 0.48 1.61
C -0.13 3.55 1.92
C 1.13 3.06 2.60
O 1.21 1.63 2.47
O -0.05 2.99 0.57
H 0.02 4.63 1.87
H -1.09 3.33 2.37
H 1.24 3.37 3.64
H 1.97 3.50 2.05
H 1.26 1.30 3.38
H -0.20 3.77 0.00